Molecular formula: C17H39O2P3Rh
Method: DFT, ωB97M-V/def2-TZVPD

Last column: natural (NBO) charge in e.
Cartesian coordinates (Å):
Rh1 -0.49 -0.54 1.09  0.67
P1 1.07 -1.03 2.41  0.98
P2 1.72 2.89 0.09  1.30
P3 -1.22 -2.40 0.51  1.00
H1 -0.14 2.89 -3.82  0.22
C1 -0.58 2.04 -3.27  -0.28
C2 -1.97 2.03 -2.74  -0.46
H2 -2.16 2.75 -1.91  0.24
C3 2.56 -1.78 1.65  -0.94
C4 1.87 0.38 3.31  -0.93
C5 0.57 -2.08 3.83  -0.95
C6 1.43 4.18 -1.11  -0.95
C7 0.88 3.25 1.66  -0.97
C8 3.42 2.42 0.35  -0.97
C9 -2.65 -2.21 -0.64  -0.95
C10 -1.85 -3.30 1.97  -0.93
C11 0.03 -3.52 -0.22  -0.94
H3 -0.28 1.07 -3.71  0.18
H4 -2.69 2.30 -3.52  0.27
H5 3.34 -1.96 2.40  0.29
H6 2.95 -1.13 0.87  0.25
H7 2.31 -2.73 1.15  0.26
H8 2.68 0.02 3.96  0.28
H9 1.13 0.90 3.95  0.25
H10 2.27 1.11 2.60  0.22
H11 0.65 -3.14 3.58  0.26
H12 -0.47 -1.84 4.10  0.26
H13 1.17 -1.85 4.71  0.29
H14 2.06 5.07 -0.93  0.29
H15 0.36 4.46 -1.10  0.28
H16 1.65 3.74 -2.09  0.28
H17 1.58 3.72 2.37  0.30
H18 0.49 2.34 2.12  0.24
H19 0.04 3.94 1.52  0.29
H20 4.03 3.33 0.51  0.30
H21 3.76 1.91 -0.56  0.28
H22 3.54 1.71 1.18  0.27
H23 -3.42 -2.97 -0.42  0.28
H24 -2.34 -2.29 -1.70  0.27
H25 -3.10 -1.22 -0.49  0.24
H26 -2.64 -4.00 1.66  0.29
H27 -2.26 -2.55 2.67  0.25
H28 -1.01 -3.85 2.43  0.26
H29 -0.44 -4.18 -0.96  0.29
H30 0.46 -4.13 0.59  0.27
H31 0.82 -2.92 -0.70  0.25
C12 -0.76 0.32 -1.73  0.60
C13 0.10 -0.68 -2.22  -0.37
C14 -0.24 -1.37 -3.37  -0.03
C15 -1.55 -1.23 -3.94  -0.29
C16 -2.45 -0.32 -3.50  -0.03
C17 -2.13 0.55 -2.32  -0.41
O1 -0.49 0.97 -0.65  -0.80
H32 1.21 1.86 -0.73  0.05
H33 1.06 -0.84 -1.73  0.22
H34 0.45 -2.10 -3.79  0.26
H35 -1.86 -1.87 -4.77  0.27
H36 -3.43 -0.17 -3.97  0.26
H37 -2.87 0.45 -1.52  0.27
O2 -2.15 0.83 1.54  -0.91
H38 -1.92 1.18 2.42  0.52
H39 -2.13 1.59 0.93  0.53

## Properties
- E (Eh) = -1955.0861
- net charge = +3
- spin multiplicity = 5
- energy relative to the best compared isomer or geometry (same formula, charge and spin) (kJ/mol) = 0.0
- HOMO energy (alpha / beta) (eV) = -16.471 / -18.011

***

Molecular formula: C17H39O3PS
Method: DFT, ωB97M-V/def2-TZVPD

Last column: natural (NBO) charge in e.
Cartesian coordinates (Å):
C1 -2.37 -0.92 -2.13  -0.61
C2 -1.28 -1.26 -1.10  -0.41
C3 -0.15 -0.26 -1.00  -0.53
C4 0.27 0.37 -2.34  -0.63
P1 1.36 -1.10 -0.16  0.87
C5 2.88 -1.91 0.67  -0.73
C6 3.79 -0.82 1.25  -0.41
C7 4.47 -1.24 2.54  -0.39
C8 5.35 -0.17 3.21  -0.40
C9 4.92 1.29 3.08  -0.40
C10 3.84 1.77 4.07  -0.39
C11 2.67 0.82 4.32  -0.44
C12 1.70 1.41 5.37  -0.05
O1 1.39 0.50 6.41  -0.54
C13 0.55 -0.57 5.99  -0.25
H1 -2.10 -1.37 -3.08  0.21
H2 -2.45 0.15 -2.32  0.22
H3 -3.34 -1.31 -1.86  0.20
H4 -1.76 -1.32 -0.12  0.20
H5 -0.92 -2.27 -1.29  0.19
H6 -0.45 0.53 -0.31  0.20
H7 -0.19 -0.09 -3.20  0.22
H8 0.05 1.43 -2.32  0.22
H9 1.35 0.30 -2.49  0.20
H10 0.74 -0.99 1.13  -0.06
H11 2.21 -0.03 -0.59  -0.07
H12 1.13 -2.28 -0.94  -0.07
H13 3.44 -2.46 -0.10  0.20
H14 2.58 -2.61 1.44  0.20
H15 3.16 0.05 1.47  0.18
H16 4.52 -0.50 0.51  0.20
H17 3.73 -1.62 3.23  0.19
H18 5.11 -2.09 2.30  0.20
H19 6.35 -0.25 2.77  0.20
H20 5.48 -0.41 4.26  0.20
H21 5.80 1.90 3.29  0.21
H22 4.61 1.55 2.07  0.20
H23 3.41 2.68 3.66  0.20
H24 4.27 2.06 5.03  0.20
H25 3.00 -0.15 4.67  0.21
H26 2.11 0.68 3.39  0.20
H27 0.78 1.73 4.88  0.16
H28 2.18 2.26 5.84  0.18
H29 -0.10 -0.82 6.82  0.19
H30 -0.05 -0.29 5.12  0.17
H31 1.14 -1.46 5.75  0.17
C14 -6.06 -0.14 -6.27  -0.41
C15 -6.83 0.07 -4.96  -0.40
C16 -5.82 0.56 -3.92  -0.68
S1 -4.53 1.41 -4.83  2.17
O2 -3.30 0.67 -4.68  -0.95
O3 -4.58 2.82 -4.55  -0.94
C17 -5.19 1.10 -6.46  -0.67
H32 -6.73 -0.29 -7.12  0.23
H33 -5.43 -1.03 -6.19  0.22
H34 -7.60 0.83 -5.11  0.21
H35 -7.33 -0.83 -4.63  0.23
H36 -6.26 1.25 -3.20  0.25
H37 -5.35 -0.27 -3.39  0.25
H38 -4.37 0.96 -7.16  0.26
H39 -5.79 1.96 -6.74  0.24

## Properties
- E (Eh) = -1636.2498
- net charge = 0
- HOMO energy (eV) = -7.843
- structure (SMILES) = CC[C@H](C)[PH3]CCCCCCCCOC.O=S1(=O)CCCC1

***

Molecular formula: C17H40BClIN2O12P
Method: DFT, ωB97M-V/def2-TZVPD

Last column: Mulliken charge in e.
Cartesian coordinates (Å):
C1 -2.14 4.86 -0.87  -0.88
C2 -2.81 3.69 -1.79  -0.04
O1 -1.84 3.27 -2.78  -0.29
C3 -1.90 1.86 -3.05  -1.06
C4 -0.42 1.27 -2.77  -0.06
C5 0.64 1.31 -3.89  -0.05
Cl1 0.06 2.00 -5.50  -0.18
C6 2.13 0.80 -3.67  0.57
P1 3.24 0.99 -5.13  0.44
C7 5.01 0.47 -5.01  -1.06
C8 3.28 2.78 -5.81  -0.96
C9 2.39 0.22 -2.27  -0.61
I1 4.32 -0.59 -1.80  0.02
C10 1.32 0.17 -1.11  0.42
N1 1.71 -0.41 0.13  -0.48
C11 0.69 -0.37 1.11  -0.21
O2 0.96 -0.87 2.41  -0.36
C12 1.32 -2.29 2.42  -0.72
C13 0.60 -3.22 1.34  0.43
C14 -1.00 -3.28 1.44  -0.70
O3 1.07 -4.59 1.63  -0.50
C15 -0.70 0.23 0.83  0.19
B1 -1.76 0.25 2.10  0.58
C16 -3.31 -0.10 1.75  -0.53
O4 -1.37 0.56 3.45  -0.52
N2 -1.18 0.77 -0.39  -0.06
C17 -0.11 0.71 -1.33  0.43
H1 -1.07 4.54 -0.59  0.17
H2 -2.16 5.88 -1.38  0.29
H3 -2.72 4.87 0.12  0.30
H4 -3.69 4.16 -2.34  0.29
H5 -3.13 2.88 -1.06  0.05
H6 -2.24 1.68 -4.13  0.51
H7 -2.64 1.28 -2.39  0.36
H8 5.21 -0.64 -4.87  0.36
H9 5.55 1.02 -4.15  0.32
H10 5.57 0.81 -5.97  0.33
H11 4.27 3.26 -5.49  0.33
H12 3.29 2.75 -6.96  0.26
H13 2.42 3.42 -5.43  0.35
H14 0.99 -2.68 3.45  0.28
H15 2.47 -2.42 2.42  0.24
H16 0.94 -3.03 0.26  0.17
H17 -1.40 -4.35 1.26  0.52
H18 -1.50 -2.64 0.62  -0.06
H19 -1.42 -2.95 2.45  0.19
H20 0.43 -4.92 2.31  0.31
H21 -3.90 -0.07 2.73  0.17
H22 -3.78 0.65 1.02  0.26
H23 -3.35 -1.16 1.34  0.11
H24 -0.47 0.95 3.48  0.24
O5 -3.44 -4.40 2.26  -0.59
H25 -4.15 -3.74 2.21  0.32
H26 -3.33 -4.55 3.20  0.29
O6 3.74 -6.34 1.10  -0.65
H27 4.36 -5.79 0.60  0.31
H28 2.95 -5.79 1.18  0.35
O7 -3.51 -0.69 5.33  -0.62
H29 -2.87 -0.15 4.84  0.29
H30 -4.26 -0.11 5.46  0.30
O8 -4.58 -2.91 0.17  -0.64
H31 -3.70 -3.30 0.15  0.29
H32 -4.97 -3.15 -0.68  0.29
O9 1.71 3.67 -1.68  -0.64
H33 1.97 3.13 -0.92  0.32
H34 0.76 3.49 -1.79  0.28
O10 -0.30 2.61 5.88  -0.63
H35 -0.18 3.37 5.30  0.34
H36 -0.77 1.97 5.34  0.30
O11 -3.41 2.36 6.40  -0.64
H37 -3.35 1.84 7.21  0.33
H38 -2.52 2.70 6.28  0.34
O12 7.36 -3.05 -1.88  -0.62
H39 8.00 -2.51 -2.37  0.32
H40 6.61 -2.46 -1.76  0.23

## Properties
- E (Eh) = -2808.0278
- net charge = 0
- HOMO energy (eV) = -7.810
- structure (SMILES) = CCOCc1c(Cl)c(P(C)C)c(I)c2nc(OC[C@H](C)O)c(B(C)O)nc12.O.O.O.O.O.O.O.O

***

Molecular formula: C17H40BrF3O9P
Method: DFT, ωB97M-V/def2-TZVPD

Last column: Mulliken charge in e.
Cartesian coordinates (Å):
O1 3.69 -1.34 2.47  -0.60
C1 3.01 -1.04 1.52  -0.25
O2 3.42 -1.09 0.26  -0.38
P1 2.81 -2.48 -0.75  0.48
Br1 2.08 -4.38 -2.00  -0.53
C2 3.52 -1.60 -2.28  -1.27
C3 2.75 -1.53 -3.60  -0.58
C4 1.39 -0.91 -3.55  1.00
F1 0.39 -1.69 -3.13  -0.24
F2 1.35 0.22 -2.78  -0.30
F3 1.00 -0.47 -4.80  -0.30
C5 1.63 -0.45 1.69  0.69
C6 0.50 -1.25 1.74  -0.13
C7 -0.76 -0.67 1.87  -0.62
C8 -0.89 0.71 1.94  -0.76
C9 0.24 1.52 1.89  -0.55
C10 1.50 0.94 1.77  -0.21
H1 1.54 -1.82 -0.94  -0.22
H2 2.26 -3.13 0.43  0.12
H3 4.05 -3.16 -0.54  0.04
H4 3.68 -0.57 -1.95  0.41
H5 4.50 -2.02 -2.47  0.32
H6 3.31 -0.86 -4.26  0.33
H7 2.69 -2.48 -4.12  0.26
H8 0.60 -2.33 1.68  0.40
H9 -1.63 -1.31 1.90  0.46
H10 -1.88 1.15 2.04  0.48
H11 0.15 2.59 1.95  0.44
H12 2.39 1.56 1.73  0.51
C11 -1.69 0.82 5.65  -0.50
O3 -2.34 0.02 4.68  -0.40
H13 -0.74 1.15 5.23  0.29
H14 -2.29 1.70 5.89  0.22
H15 -1.48 0.27 6.57  0.16
H16 -3.19 -0.23 5.05  0.21
C12 -5.39 1.87 7.08  -0.66
O4 -4.88 0.61 6.67  -0.39
H17 -5.05 2.61 6.36  0.22
H18 -6.49 1.87 7.08  0.29
H19 -5.03 2.14 8.07  0.30
H20 -5.17 -0.06 7.29  0.28
C13 -0.86 2.83 -3.23  -0.70
O5 -1.09 1.68 -4.02  -0.51
H21 -1.66 3.54 -3.45  0.36
H22 -0.89 2.60 -2.16  0.25
H23 0.10 3.30 -3.47  0.28
H24 -0.37 1.06 -3.84  0.28
C14 3.48 -5.14 -6.25  -0.53
O6 3.69 -3.74 -6.27  -0.47
H25 3.57 -5.47 -5.22  0.21
H26 2.47 -5.40 -6.61  0.26
H27 4.22 -5.67 -6.87  0.27
H28 3.60 -3.43 -7.17  0.27
C15 -2.79 -2.39 7.77  -0.53
O7 -4.12 -2.28 7.28  -0.53
H29 -2.85 -2.93 8.72  0.28
H30 -2.15 -2.95 7.08  0.27
H31 -2.35 -1.41 7.96  0.20
H32 -4.08 -1.82 6.43  0.30
C16 -1.18 2.45 -7.28  -0.42
O8 -1.76 2.20 -8.56  -0.54
H33 -0.19 2.85 -7.45  0.25
H34 -1.77 3.18 -6.72  0.21
H35 -1.10 1.53 -6.69  0.21
H36 -2.63 1.83 -8.42  0.30
C17 0.70 5.10 -0.90  -0.58
O9 1.34 4.12 -0.09  -0.44
H37 0.55 5.97 -0.26  0.27
H38 1.33 5.39 -1.75  0.26
H39 -0.27 4.75 -1.26  0.22
H40 1.48 3.32 -0.62  0.27

## Properties
- E (Eh) = -4563.8223
- net charge = -1
- HOMO energy (eV) = -4.801

***

Q: E of number 3 (C17H40BClIN2O12P)?
A: -2808.0278 Eh

***

Q: Which formula does entry 4 have?
A: C17H40BrF3O9P